Record 1
DFT (wB97M-V/def2-TZVPD) results for a structure of composition C40H67IrN5OPSSb2.

- ⟨S²⟩: 0.754
- Orbital gap (alpha / beta): 0.278 / 0.279 hartree
- Highest occupied orbital energy (alpha / beta): -9.8 / -10.0 eV
- Net charge: +1
- 2S+1: 2

Last column: Mulliken charge in e.
Element x y z (Å)
Ir: -0.8942 -0.6214 -0.0695  1.702
Sb: -1.3547 -1.9567 4.4970  0.831
Sb: -0.8416 1.2714 2.1028  0.384
S: -1.4723 -2.2831 -1.5234  -0.504
P: -1.0063 0.7303 -1.9408  0.076
O: -1.0530 -2.1604 1.3621  -0.284
N: 1.3146 -0.7421 0.4163  0.334
N: -1.3850 -3.3756 0.8968  0.036
N: 3.2836 -1.4887 0.7711  0.936
N: 2.1262 0.2719 0.7741  0.029
N: 3.3079 -0.1674 0.9870  -1.081
C: 2.6357 0.7052 6.6175  -0.757
C: -1.4696 -4.3749 1.8104  -0.009
C: 0.9296 2.7471 -1.7702  -0.071
C: 2.0435 -1.8308 0.4243  -0.906
C: 1.2988 -0.7141 -2.9039  0.531
C: 5.6538 -1.1928 -1.1114  -1.416
C: 5.1504 -2.5063 -0.5217  0.917
C: 0.1796 5.1068 -2.3074  -0.742
C: -1.5494 -3.7533 5.6732  -1.378
C: 2.5809 1.8274 5.8054  -0.912
C: 1.0003 -0.0320 -5.6040  -1.063
C: -0.8270 -0.7550 6.2221  -2.034
C: 0.3752 2.9976 1.7928  -0.710
C: -2.7578 0.6384 -2.5745  0.565
C: 0.3560 0.1363 5.9979  0.901
C: 2.4447 -0.2080 -5.1082  -0.933
C: -1.4079 3.4470 -1.1919  0.704
C: -2.7929 2.1259 1.9712  -1.203
C: -1.8267 -5.6381 1.4417  -0.851
C: -4.5517 1.3117 -4.2093  -0.991
C: -0.5609 2.5031 -2.0441  -0.604
C: 0.3260 1.2303 5.1172  0.969
C: 0.1647 0.7804 -4.6144  -0.592
C: -3.1835 1.6722 -3.6281  -0.734
C: -5.1807 0.2139 -2.0380  -1.041
C: 4.4995 -2.2961 0.8475  -1.374
C: 1.4307 2.0839 5.0801  -0.567
C: 4.2236 -3.2324 -1.4927  -1.271
C: -0.0397 -0.0522 -3.3385  0.626
C: -3.8172 0.5924 -1.4645  -0.261
C: 1.5231 -0.1112 6.7205  -0.768
C: -0.8829 1.5422 4.2823  -1.461
C: 2.5270 -0.1112 -3.5808  -0.326
C: -2.0125 -4.8752 -0.8137  -0.932
C: -1.1929 4.9015 -1.6526  -1.279
C: -2.1102 -5.8945 0.0953  -0.510
C: 1.2426 4.2511 -1.6260  -0.785
C: 0.7006 -2.2701 3.9357  -1.197
C: -1.6380 -3.5849 -0.4073  0.810
C: -5.6125 1.1982 -3.1202  -0.711
H: 6.4169 -0.7362 -0.4802  0.381
H: -6.5683 0.8966 -3.5520  0.423
H: 5.1657 -1.7606 1.5214  0.414
H: -0.5764 -4.0618 6.0551  0.436
H: 1.5198 2.3281 -2.5855  -0.234
H: -2.2183 -5.0291 -1.8634  0.519
H: 1.2509 -1.7786 -3.1531  0.615
H: 2.6392 0.9329 -3.2807  0.188
H: -2.4010 -6.8851 -0.2251  0.409
H: 0.7785 -2.9912 3.1238  0.370
H: -3.0594 2.2987 0.9356  0.126
H: 1.2739 -2.6146 4.7968  0.676
H: 0.4556 6.1610 -2.2674  0.538
H: -5.9220 0.1778 -1.2372  0.409
H: 3.4187 2.5096 5.7503  0.442
H: 1.4087 -0.6649 -1.8222  -1.235
H: -2.7755 -0.3494 -3.0553  1.103
H: -3.4982 1.4141 2.4015  0.466
H: -2.8436 3.0623 2.5270  0.483
H: 3.3969 -2.5902 -1.8108  0.129
H: 4.2296 -3.2463 1.3082  0.414
H: -1.1137 3.3388 -0.1502  -0.921
H: 3.0876 0.5542 -5.5526  0.324
H: -0.7917 1.0289 -5.0687  0.012
H: -1.8867 -6.4101 2.1940  0.480
H: -0.7172 -0.8644 -3.6242  0.670
H: 1.5437 -0.9569 7.3983  0.389
H: -1.9786 5.1858 -2.3561  0.315
H: 1.3771 2.9911 4.4954  0.545
H: -5.1209 -0.7951 -2.4609  0.347
H: 0.9897 0.4425 -6.5857  0.473
H: -3.5270 -0.1128 -0.6806  -0.059
H: 4.7698 -3.5178 -2.3914  0.462
H: -2.2053 -3.5296 6.5142  0.396
H: 3.4255 -0.6181 -3.2198  0.185
H: -3.8968 1.5749 -0.9922  -0.003
H: 6.0102 -3.1525 -0.3208  0.310
H: 1.1171 -1.3189 3.5971  0.151
H: -3.2436 2.6633 -3.1677  0.200
H: -1.7820 1.0403 4.6300  0.692
H: -0.7634 2.7463 -3.0931  1.014
H: -0.6112 -1.4495 7.0338  0.618
H: -0.2240 3.8979 1.9337  0.583
H: -4.4718 0.3567 -4.7403  0.353
H: 1.1831 2.9767 2.5155  0.404
H: 4.8405 -0.4722 -1.2263  0.223
H: 1.7101 -2.8251 0.1834  0.612
H: 0.5237 -1.0089 -5.7304  0.343
H: -1.0803 2.6173 4.2943  0.718
H: 0.1333 4.8469 -3.3692  0.273
H: 0.6705 1.7262 -4.4016  0.285
H: 1.2956 4.5323 -0.5710  0.255
H: 2.2272 4.4620 -2.0450  0.505
H: -1.2934 5.5672 -0.7923  0.455
H: 2.8330 -1.1719 -5.4435  0.365
H: -1.2379 -4.0782 2.8185  -0.055
H: -4.8440 2.0589 -4.9496  0.438
H: -2.4592 1.7486 -4.4364  0.006
H: 3.8069 -4.1435 -1.0563  0.351
H: -5.7691 2.1833 -2.6666  0.318
H: -1.7142 -0.1861 6.5063  0.515
H: 1.2328 2.2015 -0.8722  -0.414
H: -1.9954 -4.5735 5.1124  0.357
H: -2.4669 3.1974 -1.2384  0.073
H: 3.5232 0.4877 7.1969  0.419
H: 0.8179 2.9891 0.8054  -0.576
H: 6.0863 -1.3615 -2.0977  0.422



Record 2
DFT (wB97M-V/def2-TZVPD) results for a structure of composition C21H45OP3SeTi in a non-equilibrium geometry.

- Orbital gap (alpha / beta): 0.112 / 0.112 hartree
- Highest occupied orbital energy (alpha / beta): -18.6 / -18.6 eV
- Net charge: +4

Last column: Mulliken charge in e.
Element x y z (Å)
Se: -2.5696 -2.5985 -2.8469  0.115
Ti: 0.4194 0.5377 -0.3457  -0.972
P: 0.4500 -1.1473 1.5186  0.945
P: -2.1423 0.8100 0.6216  0.762
P: 1.1074 2.7382 0.4650  1.581
O: 1.6261 -0.8264 -1.3690  0.247
C: 0.0265 -0.7444 3.2310  -1.222
C: -3.4995 -1.4418 -4.0457  0.026
C: -4.8919 -1.4681 -3.9908  -0.201
C: -0.8127 2.1598 -2.9868  -0.555
C: -3.3868 1.6786 -0.3759  -1.258
C: 1.9770 2.7000 2.0414  -1.230
C: -0.2761 -2.7959 1.2924  -1.140
C: -2.8232 -0.5481 -4.8998  -0.231
C: -3.5884 0.3199 -5.7025  -0.704
C: 3.5472 -1.1822 -2.7846  -0.876
C: -4.9856 0.2763 -5.6631  -0.397
C: -2.2913 1.7681 2.1810  -1.359
C: -3.1068 -0.6806 1.0889  -0.984
C: -5.6496 -0.6248 -4.8138  -0.559
C: -0.0472 4.1092 0.4516  -1.317
C: -0.2419 1.3149 -2.0221  0.642
C: 2.8945 -0.1939 -1.8161  -0.128
C: 1.4673 -2.2014 -1.9400  0.051
C: 2.6704 -2.4368 -2.8446  -0.751
C: 2.2264 -1.5397 1.5984  -0.887
C: 2.2966 3.3295 -0.7864  -1.419
H: -5.3905 -2.1308 -3.2946  0.429
H: -1.0836 3.7891 0.4455  0.249
H: -0.9941 0.5827 -1.4401  -0.073
H: 2.6050 3.5944 2.1494  0.488
H: 2.3798 -2.1467 2.5027  0.555
H: 0.5182 -2.2247 -2.4873  -0.079
H: -0.2619 2.2068 -3.9321  0.342
H: -3.1015 1.0762 -6.3357  0.420
H: 3.6295 -0.7231 -3.7678  0.342
H: -3.3292 -1.2848 0.2028  0.118
H: -6.7366 -0.6466 -4.7672  0.432
H: 2.5960 1.7979 2.1329  0.354
H: -1.0574 -0.7894 3.4077  0.465
H: 3.2252 -3.3185 -2.5152  0.326
H: 1.2695 2.6590 2.8772  0.407
H: -1.7769 2.6702 -2.8700  0.305
H: -1.8258 1.2319 3.0165  0.340
H: 0.4060 0.2509 3.5004  0.338
H: 3.1965 2.6989 -0.8304  0.447
H: -4.0491 -0.3442 1.5406  0.569
H: -1.7442 -0.5085 -4.9136  0.623
H: 2.5568 4.3691 -0.5189  0.540
H: 0.5184 -1.4841 3.8807  0.543
H: 2.8417 -0.6309 1.6792  0.313
H: 1.4639 -2.9241 -1.1158  0.138
H: -2.5685 -1.3033 1.8112  0.368
H: 3.5022 -0.0189 -0.9247  0.401
H: -2.9832 2.5958 -0.8068  0.332
H: 0.8311 1.0294 -2.3235  -0.091
H: -5.5814 0.9759 -6.2724  0.416
H: 0.0841 -3.2638 0.3666  0.261
H: 4.5576 -1.4117 -2.4611  0.333
H: -3.3673 1.8823 2.3652  0.582
H: 0.0271 -3.4292 2.1372  0.513
H: -3.0315 -1.6183 -1.8284  -0.098
H: -1.3712 -2.7605 1.2649  0.336
H: -3.7441 1.0525 -1.1968  0.396
H: 2.3392 -2.6440 -3.8632  0.342
H: 2.5573 -2.1257 0.7261  0.286
H: -1.8243 2.7524 2.0644  0.372
H: 0.0997 4.7286 -0.4395  0.446
H: 2.6879 0.7469 -2.3408  0.305
H: 1.8404 3.3031 -1.7898  0.400
H: -4.2337 1.9266 0.2756  0.558
H: 0.0961 4.7557 1.3454  0.436



Record 3
DFT (wB97M-V/def2-TZVPD) results for the molecule C4H6Cl2 in a non-equilibrium geometry.

- Orbital gap: 0.356 hartree
- Highest occupied orbital energy: -8.9 eV
- SMILES string: CC(C)=C(Cl)Cl

Last column: Mulliken charge in e.
Element x y z (Å)
Cl: -2.4934 1.4800 0.0709  -0.209
Cl: -2.5136 -1.3785 -0.0686  -0.173
C: -1.5779 0.0033 0.0085  0.523
C: 0.5951 -1.2293 0.1456  -1.281
C: 0.7519 1.2072 -0.1210  -1.270
C: -0.2025 0.0424 0.0085  0.396
H: 1.2694 1.2856 -1.0776  0.321
H: 0.1109 -2.1324 -0.2665  0.406
H: 1.5197 -1.1265 -0.4544  0.304
H: 1.4577 1.1895 0.6800  0.336
H: 0.2266 2.1702 -0.0860  0.363
H: 0.8561 -1.5114 1.1606  0.286



Record 4
DFT (wB97M-V/def2-TZVPD) results for the molecule C6H7I in a non-equilibrium geometry.

- Orbital gap: 0.328 hartree
- Highest occupied orbital energy: -8.3 eV
- SMILES string: C[C@]12C[C@@]13C[C@]23I

Last column: Mulliken charge in e.
Element x y z (Å)
I: -3.0318 -0.2638 -0.0317  -0.028
C: 1.2325 -1.3109 0.6851  -1.284
C: 0.0440 0.9117 -0.5098  -0.045
C: -0.4529 1.7415 0.5742  -0.452
C: -1.0074 0.3563 0.5146  -0.273
C: -0.0896 -0.1568 -1.4779  -0.571
C: 0.1771 -0.4816 -0.0161  0.876
H: 0.1421 1.9755 1.3915  0.197
H: 1.2348 -2.2883 0.2650  0.342
H: 2.1698 -0.8301 0.6070  0.342
H: 0.8192 -0.2338 -2.2035  0.203
H: -0.9824 -0.5554 -1.9090  0.147
H: -1.1275 2.4596 0.3160  0.259
H: 0.8721 -1.3239 1.7946  0.287



Record 5
DFT (wB97M-V/def2-TZVPD) results for the ion C4H4O2PS with charge -1 in a non-equilibrium geometry.

- Orbital gap: 0.214 hartree
- Highest occupied orbital energy: -2.4 eV
- Net charge: -1

Last column: Mulliken charge in e.
Element x y z (Å)
S: 0.5514 1.0812 2.3338  -0.269
P: 0.0893 -0.1062 -2.1746  -0.319
O: 1.4303 2.1525 -1.5120  -0.435
O: -1.1509 -1.3273 1.3257  -0.468
C: -0.9984 -0.7511 -0.8819  -0.635
C: 0.5849 0.2052 0.8095  -0.683
C: 0.6695 1.3237 -1.1694  0.197
C: -0.5511 -0.5503 0.3908  0.941
H: 1.2790 -0.5244 -1.4519  0.068
H: -1.9080 -1.3151 -0.8867  0.229
H: -1.9479 -1.6506 0.9577  0.275
H: 1.9520 1.4624 2.2589  0.100



Record 6
DFT (wB97M-V/def2-TZVPD) results for a cluster of 9 separate species, C18H27N9 in total in a non-equilibrium geometry.

- Orbital gap: 0.419 hartree
- Highest occupied orbital energy: -11.4 eV
- SMILES string: CC#N.CC#N.CC#N.CC#N.CC#N.CC#N.CC#N.CC#N.CC#N

Last column: Mulliken charge in e.
Element x y z (Å)
N: -4.4385 -1.2624 0.0885  -0.424
N: 3.8262 -4.6757 4.0560  -0.434
N: 1.5241 4.6704 -2.9519  -0.378
N: 0.3049 -1.1350 1.2955  -0.245
N: 2.8069 -3.7197 -2.3128  -0.447
N: 3.4313 3.7275 1.0360  -0.429
N: -1.1329 -1.8366 -2.6981  -0.377
N: -0.5704 -3.9565 3.4356  -0.446
N: -0.1695 3.7923 0.4640  -0.315
C: -4.6365 -1.0752 -1.0274  0.412
C: -0.7641 3.4132 -3.2777  -0.369
C: 1.9214 1.6706 1.5478  -0.253
C: 2.7763 2.8165 1.2505  0.149
C: -0.0886 6.3886 0.1785  -0.915
C: 0.5255 4.1299 -3.0906  0.226
C: -1.4767 -1.5985 4.1257  -0.629
C: -0.1702 4.9304 0.3242  0.322
C: -1.4989 0.2791 0.0738  -0.153
C: -0.9717 -2.9150 3.6855  0.408
C: 2.4858 -3.8477 -1.2180  0.264
C: 2.4887 -2.5139 3.4630  -0.110
C: -0.2757 -1.8554 -3.4582  0.340
C: -4.8676 -0.7726 -2.4374  -0.722
C: 3.2191 -3.7370 3.7918  0.226
C: -0.5120 -0.5076 0.7868  0.231
C: 2.1261 -3.9909 0.1975  -0.347
C: 0.8365 -1.9124 -4.4123  -0.863
H: 0.8898 6.7254 -0.1525  0.298
H: 0.4660 -1.6033 -5.3888  0.330
H: 2.4618 0.7538 1.7607  0.174
H: 1.7291 -2.7065 2.7159  -0.319
H: -1.9668 -0.2470 -0.7487  -0.051
H: -2.5222 -1.8298 4.3250  0.325
H: 1.2334 1.9680 2.3359  0.299
H: -1.0702 1.2345 -0.2446  -0.129
H: -3.9913 -1.1611 -2.9620  0.190
H: -0.7908 2.6379 -2.5130  -0.051
H: 1.1354 -2.9598 -4.4169  0.291
H: 2.0230 -2.9565 0.5182  -0.087
H: -0.8186 6.7655 -0.5354  0.281
H: -0.8989 -1.2427 4.9771  0.283
H: 1.3472 1.5054 0.6362  0.024
H: -0.7969 2.9471 -4.2559  0.323
H: -2.2702 0.6512 0.7535  0.387
H: 2.9170 -4.4966 0.7476  0.319
H: -5.0444 0.2988 -2.4973  0.248
H: 3.1848 -1.7624 3.0805  0.232
H: -1.3014 -0.8340 3.3747  0.061
H: -1.5502 4.1416 -3.1037  0.253
H: 2.1033 -2.0077 4.3468  0.366
H: 1.2374 -4.6200 0.1634  0.283
H: -5.7196 -1.3017 -2.8594  0.331
H: -0.3158 6.8222 1.1516  0.340
H: 1.6296 -1.2290 -4.1254  0.277



Calculated electronic energy in order - -88097.629 -140837.289 -29289.488 -14430.787 -28428.344 -32511.883 eV
Calculated energy relative to the best compared isomer or geometry (same formula, charge and spin) in order - 0.254 0.877 0.362 3.925 2.385 0.707 eV